{
  "formula": "C27H52P2RuSi",
  "method": "wB97M-V/def2-TZVPD",
  "symbols": ["Ru", "C", "C", "C", "C", "C", "C", "H", "H", "H", "C", "H", "H", "H", "C", "H", "H", "H", "C", "H", "H", "H", "C", "H", "H", "H", "C", "C", "C", "C", "C", "C", "C", "C", "H", "H", "H", "H", "H", "H", "H", "H", "H", "H", "H", "H", "P", "C", "C", "P", "C", "C", "C", "H", "H", "H", "H", "H", "H", "H", "H", "H", "H", "H", "H", "H", "H", "C", "Si", "C", "C", "C", "H", "H", "H", "H", "H", "H", "H", "H", "H", "H", "H"],
  "positions_angstrom": [[0.73240, -1.19603, 0.56520], [-1.74211, -1.78203, 1.94901], [-1.26177, -2.63900, 0.91400], [0.45316, -2.30386, 2.46439], [-0.70361, -1.56384, 2.87312], [0.09570, -3.03613, 1.25532], [-3.15264, -1.37624, 2.16945], [-3.73666, -1.56527, 1.26030], [-3.20304, -0.30654, 2.43721], [-3.58410, -1.96523, 2.99857], [-0.83001, -0.89810, 4.19025], [-1.62753, -0.14614, 4.17204], [0.10660, -0.39525, 4.46806], [-1.08797, -1.62826, 4.97819], [1.55575, -2.71597, 3.37324], [1.23036, -3.58204, 3.97125], [1.80685, -1.91330, 4.06995], [2.44838, -2.99510, 2.80559], [0.90761, -4.16676, 0.75666], [1.20616, -4.78890, 1.61611], [1.83966, -3.81537, 0.28182], [0.35733, -4.72884, -0.00152], [-2.13080, -3.32763, -0.07780], [-2.71875, -4.08753, 0.47956], [-1.53025, -3.83687, -0.84823], [-2.82987, -2.61556, -0.55944], [-1.13462, 4.21908, -0.48865], [-1.61368, 3.37509, 0.43648], [-2.31766, 2.04983, 0.30311], [-2.59472, 1.55617, -1.11877], [-1.32705, 1.10020, -1.84995], [-0.16245, 1.98190, -1.58889], [0.19680, 3.18631, -2.28370], [-1.00081, 4.10180, -1.99561], [-3.30002, 2.09544, 0.80940], [-3.10621, 2.30645, -1.73704], [-1.79760, 1.28906, 0.92920], [-1.93044, 3.75810, -2.48374], [-0.72728, 5.16350, -0.10840], [-1.71277, 3.76895, 1.48091], [-0.80598, 5.07806, -2.44677], [1.14390, 3.61007, -1.88820], [0.25342, 1.83166, -0.57904], [0.37811, 3.02418, -3.34482], [-3.22890, 0.67000, -0.96970], [-1.04822, 0.13038, -1.33176], [-1.06405, 0.27218, -3.44040], [-1.14966, 1.61208, -4.67090], [-1.74115, -1.02212, -4.53710], [1.26248, -0.74328, -1.51450], [0.68482, -0.09763, -3.25094], [0.74354, -2.47212, -1.87663], [3.05026, -0.50187, -1.92316], [-0.19252, 2.11899, -4.82579], [-1.95305, 2.31182, -4.42033], [-1.40944, 1.13077, -5.62340], [-1.42867, -0.76608, -5.56154], [-2.83171, -1.00109, -4.51521], [-1.36828, -2.02873, -4.32651], [3.17559, -0.14165, -2.95264], [3.54718, -1.47005, -1.77376], [3.49253, 0.25226, -1.26095], [1.29481, 0.77307, -3.55384], [0.87348, -0.94271, -3.93400], [1.38486, -3.23260, -1.42598], [0.81845, -2.58150, -2.95697], [-0.30318, -2.65411, -1.59728], [0.45354, 1.62206, 2.09495], [2.25109, 1.18621, 2.30940], [3.34674, 2.59710, 1.68538], [2.67073, 0.74113, 4.08765], [2.43055, -0.37098, 1.22182], [-0.02665, 1.74965, 3.06999], [-0.05032, 0.78251, 1.57114], [0.31090, 2.52150, 1.49415], [3.57049, 3.25041, 2.55199], [4.30368, 2.22746, 1.26605], [2.81928, 3.17912, 0.90310], [1.75199, 0.67593, 4.69638], [3.22196, -0.21585, 4.13451], [3.31902, 1.54836, 4.47713], [3.01043, -0.02828, 0.33997], [2.96560, -1.20236, 1.73186]],
  "forces_ev_per_a": [[-1.56, 0.88, 1.74], [0.34, -0.41, -0.72], [0.15, 0.08, 0.61], [-0.43, -0.50, -0.27], [0.66, -0.64, 0.28], [-0.65, 0.37, 1.49], [-0.13, 0.37, -0.25], [-0.07, 0.16, 0.36], [-0.21, -0.42, -0.07], [0.10, 0.26, -0.31], [-0.14, 0.58, 0.12], [0.14, -0.13, 0.10], [-0.34, -0.28, 0.04], [0.18, 0.18, -0.29], [0.14, -0.01, 0.22], [0.18, 0.17, -0.15], [0.11, -0.16, -0.09], [-0.04, -0.01, 0.26], [0.47, -0.50, -0.12], [-0.20, -0.08, -0.51], [-0.12, -0.29, 0.35], [0.17, -0.23, 0.27], [-0.31, -0.04, -0.15], [0.17, 0.30, -0.56], [-0.49, 0.03, 0.30], [0.26, -0.50, 0.15], [-0.17, 0.63, 0.52], [-1.04, 0.95, 0.58], [-0.10, 0.02, 0.12], [-0.61, -0.64, -0.54], [0.03, -2.22, 1.84], [0.95, -1.86, 1.14], [0.58, 0.77, -0.52], [-0.14, 0.66, -0.24], [0.29, 0.35, -0.26], [-0.18, -0.25, 0.52], [-0.13, 0.28, -0.71], [0.51, -0.08, 0.22], [-0.24, -0.31, -0.01], [0.56, -0.31, -0.98], [-0.07, 0.07, 0.28], [-0.66, -0.12, -0.03], [-0.17, -0.04, -0.69], [-0.14, 0.32, 0.00], [-0.17, 0.28, -0.49], [-0.25, 0.84, 0.54], [1.09, 2.42, -2.36], [-0.27, -0.24, -0.82], [-0.64, -0.83, 0.60], [0.94, 0.72, -3.24], [0.09, -0.37, 0.55], [0.42, -0.49, -0.73], [-0.18, -0.30, -0.13], [-0.38, -0.04, 0.13], [0.28, 0.06, -0.03], [0.04, 0.54, 0.20], [0.06, 0.03, 0.58], [0.00, -0.17, -0.03], [-0.26, 0.14, 0.27], [0.03, -0.41, 0.28], [0.17, 0.38, -0.06], [-0.08, -0.28, -0.27], [-0.41, -0.43, 0.25], [0.32, 0.48, 0.15], [-0.18, 0.23, -0.18], [0.01, -0.39, -0.04], [0.41, 0.20, -0.07], [-0.18, -0.02, 0.12], [0.52, -0.34, 0.02], [-0.05, -0.23, -0.03], [0.11, 0.14, -0.11], [1.39, -0.02, -0.39], [-0.18, 0.07, -0.19], [-0.03, 0.39, 0.30], [-0.04, -0.06, 0.15], [-0.07, -0.15, -0.58], [-0.43, 0.25, 0.28], [0.34, -0.18, 0.40], [0.58, 0.06, -0.06], [-0.21, 0.52, 0.12], [-0.33, -0.47, 0.10], [-0.08, -0.32, 0.97], [0.00, 0.63, -0.22]],
  "total_charge": 2,
  "relative_energy_ev": 0.000,
  "s2": 6.03,
  "spin_multiplicity": 5,
  "e_lumo_ev": [-5.463, -7.155]
}